[1]
The following is a DFT calculation (ωB97M-V/def2-TZVPD) of C7H8N2 in the gas phase.

F_max: 0.0864 hartree/bohr
Kohn-Sham gap (spin up / spin down): 8.47 / 8.47 eV
SMILES string: C1=C2CCCC=C2N=N1

```
! wB97M-V def2-TZVPD RIJCOSX def2/J DEFGRID3
* xyz 0 1
C 0.19418 -2.91898 -0.43893
C 0.25025 -1.56719 -0.36846
C -0.82486 -0.77119 0.25794
C -0.71395 0.76042 -0.07053
C 0.86382 1.19662 0.04203
C 1.83908 0.19887 -0.47208
C 1.53924 -1.11887 -0.79392
N 2.24165 -2.66290 -1.24201
N 1.33986 -3.42874 -1.03508
H -0.63186 -3.56905 -0.16522
H -1.82447 -1.16449 -0.18122
H -0.68875 -1.08815 1.38854
H -1.19078 1.05830 -1.02156
H -1.23504 1.30914 0.66213
H 0.95254 2.14667 -0.67703
H 1.17516 1.48332 1.02012
H 2.78060 0.58238 -0.47184
*
```

[2]
The following is a DFT calculation (ωB97M-V/def2-TZVPD) of 8 unconnected molecules or ions with the total composition C37H93FN8O10S.

F_max: 0.0418 hartree/bohr
Kohn-Sham gap: 9.24 eV
SMILES string: CC(C)=N[C@H]1COS(=O)(=O)C[C@@H]1CCF.COC[C@@H](C)N.COC[C@@H](C)N.COC[C@@H](C)N.COC[C@@H](C)N.COC[C@@H](C)N.COC[C@@H](C)N.COC[C@@H](C)N

```
! wB97M-V def2-TZVPD RIJCOSX def2/J DEFGRID3
* xyz 0 1
C 1.32001 -4.30265 7.28095
C 1.90726 -4.36785 5.88252
C 1.06207 -4.93077 4.75825
N 3.08099 -3.95992 5.58715
C 3.58346 -2.73673 6.22074
C 5.01847 -2.53523 5.75691
O 5.10969 -2.37287 4.32696
S 4.53750 -0.97001 3.88563
O 5.22013 0.12215 4.51413
O 4.50027 -0.93954 2.45793
C 2.86108 -1.03563 4.46312
C 2.70125 -1.52491 5.91724
C 3.04146 -0.40844 6.93527
C 2.18506 0.83714 6.75983
F 1.33920 1.00826 7.86043
H 1.98314 -4.75831 8.00952
H 1.17582 -3.25214 7.55224
H 0.32796 -4.74528 7.27445
H 0.01973 -5.03530 5.05555
H 1.10790 -4.20443 3.94873
H 1.45372 -5.88038 4.39516
H 3.66719 -2.84818 7.31265
H 5.58291 -3.43227 5.99694
H 5.50467 -1.71451 6.28350
H 2.39155 -1.78405 3.82075
H 2.35835 -0.09273 4.27301
H 1.63761 -1.72603 6.06038
H 4.10681 -0.19661 6.96446
H 2.77221 -0.81885 7.91237
H 1.52512 0.78296 5.89359
H 2.79762 1.73346 6.68380
C 0.52146 -1.63688 1.46052
O 0.23449 -3.00625 1.66087
C -0.30692 -3.67341 0.53065
C 0.73706 -4.15165 -0.48752
C 1.29045 -3.02874 -1.35861
N 1.85821 -4.85086 0.14978
H -0.20247 -1.15852 0.79286
H 1.53593 -1.50511 1.07458
H 0.47370 -1.14231 2.43330
H -0.82220 -4.54768 0.92904
H -1.07290 -3.05217 0.05394
H 0.23085 -4.86269 -1.14763
H 1.99948 -2.39995 -0.81946
H 1.82071 -3.44141 -2.21709
H 0.48832 -2.39324 -1.74047
H 1.50298 -5.65874 0.65384
H 2.22594 -4.24666 0.88064
C 1.61332 2.31675 1.34983
O 0.67453 3.16550 1.98778
C -0.07101 3.99540 1.11842
C -1.29177 3.31549 0.47935
C -0.93708 2.37287 -0.66672
N -2.09312 2.58192 1.46409
H 2.06418 2.79167 0.47454
H 1.14630 1.37095 1.06294
H 2.40377 2.09571 2.06740
H -0.43024 4.81907 1.74176
H 0.58247 4.43620 0.35434
H -1.91735 4.11170 0.06491
H -0.51032 1.43525 -0.30989
H -1.83235 2.12209 -1.23555
H -0.22408 2.83456 -1.35255
H -2.41630 3.22779 2.17896
H -1.46562 1.95690 1.96355
C -6.71003 -5.62284 2.04315
O -6.36769 -4.58139 1.14865
C -5.68126 -3.48849 1.72694
C -4.16654 -3.68966 1.87643
C -3.77973 -4.59258 3.04328
N -3.55505 -4.21562 0.65288
H -6.96286 -5.23529 3.03440
H -5.90429 -6.35594 2.12936
H -7.58315 -6.13188 1.63594
H -5.84380 -2.65121 1.04305
H -6.14098 -3.21061 2.68451
H -3.73265 -2.70373 2.07031
H -3.97121 -5.64411 2.82921
H -2.71365 -4.49510 3.25221
H -4.32508 -4.32165 3.94966
H -3.72591 -3.56388 -0.10854
H -4.07321 -5.04710 0.38000
C 1.43511 7.63694 7.62029
O 0.93517 6.71189 6.67373
C 1.77351 6.47360 5.55965
C 2.88214 5.43936 5.79984
C 4.05689 5.97754 6.60999
N 2.37362 4.22862 6.45139
H 2.00536 8.43696 7.13905
H 2.05631 7.14313 8.37136
H 0.57994 8.07849 8.13138
H 1.11339 6.08366 4.78000
H 2.18789 7.41822 5.18315
H 3.26782 5.15353 4.81677
H 3.81566 6.07275 7.66866
H 4.90587 5.29853 6.53366
H 4.37565 6.95446 6.24100
H 1.65513 3.81734 5.86049
H 1.86661 4.51598 7.28488
C 0.82147 -3.08813 -5.39599
O 0.89084 -1.78771 -4.83945
C 2.09686 -1.09469 -5.09997
C 2.14305 -0.39552 -6.46605
C 2.39924 -1.34670 -7.63128
N 0.91828 0.36200 -6.73242
H 1.79502 -3.58677 -5.39198
H 0.42398 -3.04876 -6.41299
H 0.13006 -3.67336 -4.78851
H 2.15954 -0.32513 -4.32557
H 2.96041 -1.75810 -4.95777
H 2.97791 0.31192 -6.43431
H 1.51671 -1.93577 -7.87907
H 2.66846 -0.78076 -8.52321
H 3.22043 -2.03227 -7.40985
H 0.79422 1.06464 -6.00785
H 0.13140 -0.27248 -6.59451
C -5.58689 -2.07799 -6.20261
O -5.22880 -1.01927 -7.07015
C -4.56314 0.06714 -6.45586
C -3.05178 -0.12965 -6.27181
C -2.69180 -1.05137 -5.11030
N -2.41168 -0.62976 -7.49454
H -5.86618 -1.70925 -5.21124
H -4.77921 -2.80800 -6.10911
H -6.44688 -2.58454 -6.64008
H -4.71342 0.91571 -7.12880
H -5.04790 0.32532 -5.50505
H -2.62719 0.85508 -6.04966
H -2.87361 -2.10100 -5.34368
H -1.63221 -0.95798 -4.86673
H -3.26313 -0.79593 -4.21500
H -2.57092 0.03709 -8.24507
H -2.92268 -1.45773 -7.78953
C -2.32801 5.96861 -7.76668
O -2.12563 4.65154 -8.24055
C -0.82219 4.37447 -8.71878
C 0.19689 4.00636 -7.63134
C 0.70809 5.20676 -6.84032
N -0.33369 3.01262 -6.69749
H -1.75239 6.69745 -8.34477
H -2.07266 6.05548 -6.70758
H -3.38791 6.19805 -7.87524
H -0.93518 3.51048 -9.37873
H -0.45845 5.20402 -9.33946
H 1.05663 3.55967 -8.13947
H -0.03064 5.57323 -6.12726
H 1.59447 4.92851 -6.27022
H 0.98230 6.02957 -7.50387
H -0.57758 2.17425 -7.21923
H -1.22414 3.36484 -6.35232
*
```

[3]
The following is a DFT calculation (ωB97M-V/def2-TZVPD) of a molecular structure, C36H28Cl4HfN4O5SSi.

F_max: 0.0188 hartree/bohr
Kohn-Sham gap: 6.34 eV

```
! wB97M-V def2-TZVPD RIJCOSX def2/J DEFGRID3
* xyz 0 1
Hf 0.39763 0.02828 -0.50650
Cl 5.65777 -5.12184 -1.67201
C 4.67434 -3.74842 -1.27338
C 4.74731 -3.18967 0.00673
C 3.98372 -2.09099 0.32434
C 3.09818 -1.53171 -0.60600
O 2.37336 -0.47535 -0.28894
C 3.01189 -2.11595 -1.87486
C 2.06534 -1.65796 -2.85415
N 1.07545 -0.86131 -2.65329
C 0.15804 -0.67204 -3.70786
C -0.17433 -1.62340 -4.63472
C -1.05470 -1.31733 -5.69204
C -1.59438 -0.06766 -5.80312
C -1.32780 0.90672 -4.81304
C -1.91134 2.19179 -4.81910
C -1.67416 3.03666 -3.77562
C -0.86366 2.60000 -2.71201
N -0.27461 1.42722 -2.67878
C -0.48580 0.58458 -3.73235
C 3.82649 -3.21134 -2.20392
H 5.40918 -3.62855 0.74131
H 4.04037 -1.63744 1.30602
H 2.19218 -2.07165 -3.85631
H 0.22749 -2.62391 -4.54280
H -1.29883 -2.08346 -6.41521
H -2.25773 0.18191 -6.62122
H -2.55315 2.48105 -5.64242
H -2.11371 4.02290 -3.73086
H -0.71036 3.24093 -1.85480
H 3.75982 -3.65022 -3.19220
O 1.90421 -5.55128 1.31065
C 1.98297 -4.86055 2.44115
O 2.62370 -5.25435 3.38027
C 1.25750 -3.55582 2.49643
C 1.15782 -2.74752 3.61846
Cl 1.71764 -2.97849 5.19677
N 0.47285 -1.63540 3.27002
N 0.12641 -1.66583 1.97827
C 0.58499 -2.80640 1.50008
C 0.32531 -3.02091 0.04788
O 0.50204 -4.09726 -0.49379
O -0.11502 -1.95055 -0.55266
C 0.11423 -0.44774 3.99159
C 1.03777 0.38130 4.44522
C 0.60592 1.73691 4.92455
C -0.59428 2.34584 4.15592
C -1.59975 1.25680 3.85624
C -1.27815 -0.03115 3.82895
H 1.33765 -5.11196 0.62813
H 2.09154 0.13998 4.42399
H 0.28818 1.64514 5.96468
H -1.05668 3.02022 4.87816
H -2.60924 1.57936 3.62920
H -2.00523 -0.79160 3.58047
Cl 1.40877 3.32828 -0.66562
C 0.48282 3.77628 0.74520
C -0.03573 5.05518 0.81128
C -0.72232 5.43236 1.95255
C -0.85388 4.53186 2.99687
C -0.34423 3.23570 2.93331
Cl 1.99422 2.86309 4.94860
C 0.32067 2.83264 1.76560
S 1.09151 1.27037 1.61172
H 0.11473 5.74167 -0.01093
H -1.13264 6.42932 2.03623
H -1.36537 4.84739 3.89876
C -3.03751 2.28580 -0.17350
Si -2.39293 0.52207 -0.45545
C -3.25621 -0.03750 -2.05532
C -3.28015 -0.47890 0.89014
H -4.12756 2.27406 -0.07791
H -2.78558 2.97979 -0.98120
H -2.62252 2.69977 0.75212
H -4.33312 -0.13005 -1.88812
H -2.88778 -1.01359 -2.38867
H -3.11640 0.67287 -2.87315
H -4.35283 -0.54841 0.68401
H -3.16316 0.00289 1.85793
H -2.87916 -1.49354 0.96406
*
```

[4]
The following is a DFT calculation (ωB97M-V/def2-TZVPD) of 2 unconnected molecules or ions with the total composition C18H34BI2N4O2.

F_max: 0.1126 hartree/bohr
Kohn-Sham gap: 8.18 eV

```
! wB97M-V def2-TZVPD RIJCOSX def2/J DEFGRID3
* xyz 1 1
C 2.83836 0.17317 2.68674
C 2.74534 -1.08525 1.69984
N 2.27994 -0.76544 0.30869
C 1.01254 -1.40497 -0.03245
C -0.31657 -0.70746 -0.50191
C -0.55627 0.87235 -0.66805
I -1.58053 2.06040 0.87078
C -0.08346 1.53336 -1.83259
C -0.24672 3.08369 -2.17194
I 0.98277 0.30018 -3.31053
N -1.33932 -1.69955 -0.78487
C -2.73864 -1.58409 -1.28792
C -3.80780 -1.08111 -0.20473
C -5.32335 -1.09363 -0.81228
C -6.04572 -2.53298 -0.69920
N -7.45871 -2.29224 -0.20117
C -0.75135 -2.98195 -0.52392
N 0.61291 -2.80001 -0.09459
B 1.47337 -3.99235 0.21873
O 0.85836 -5.09684 0.91863
C 3.06696 -4.12740 -0.12598
C 3.38927 -3.42719 -1.54122
H 3.44315 1.05282 2.26509
H 3.40528 -0.16453 3.63957
H 1.80285 0.50270 3.04515
H 3.82425 -1.49732 1.59288
H 2.14905 -1.93637 2.20291
H 2.07402 0.25393 0.30199
H -0.38554 3.76205 -1.26439
H -1.15004 3.20990 -2.87804
H 0.67297 3.40219 -2.78290
H -2.79237 -0.89502 -2.20177
H -3.04622 -2.64225 -1.63835
H -3.56583 -0.01406 0.12673
H -3.83400 -1.77190 0.70601
H -5.95416 -0.33280 -0.21301
H -5.35736 -0.74618 -1.90233
H -6.07579 -3.05822 -1.73005
H -5.53550 -3.23998 0.03985
H -7.91925 -1.58996 -0.80802
H -7.35713 -1.86926 0.73657
H -1.18706 -4.03643 -0.60604
H 1.57174 -5.55413 1.43370
H 3.63598 -3.63749 0.75803
H 3.35197 -5.23247 -0.20751
H 3.46019 -2.28200 -1.47170
H 2.51246 -3.69399 -2.25093
H 4.39139 -3.82325 -1.96254
C 1.79281 5.04622 1.98348
C 2.04734 5.99474 0.83305
C 3.07897 5.23651 0.02118
O 2.81968 3.83946 0.22247
C 1.88996 3.69476 1.30445
H 0.83407 5.20519 2.48055
H 2.58688 5.14723 2.73059
H 1.13052 6.12186 0.24738
H 2.39231 6.98177 1.14500
H 4.09411 5.44345 0.37518
H 3.02787 5.46967 -1.04492
H 0.92635 3.39416 0.87943
H 2.23269 2.90826 1.98119
*
```

[5]
The following is a DFT calculation (ωB97M-V/def2-TZVPD) of 8 unconnected molecules or ions with the total composition C8H16Cl16.

F_max: 0.0078 hartree/bohr
Kohn-Sham gap: 10.92 eV
SMILES string: ClCCl.ClCCl.ClCCl.ClCCl.ClCCl.ClCCl.ClCCl.ClCCl

```
! wB97M-V def2-TZVPD RIJCOSX def2/J DEFGRID3
* xyz 0 1
Cl -1.21344 1.18980 3.30198
C 0.24363 0.69365 4.18338
Cl 1.64119 0.56761 3.10994
H 0.45709 1.45539 4.91960
H 0.05758 -0.28557 4.60334
Cl 3.01826 5.54858 -0.07933
C 1.53051 4.91025 0.61948
Cl 0.11740 5.27518 -0.37610
H 1.62640 3.83343 0.69737
H 1.38009 5.34526 1.59947
Cl 2.16765 -4.08288 -1.51085
C 3.34536 -2.90696 -2.12557
Cl 5.00100 -3.33988 -1.70104
H 3.23627 -2.85045 -3.20121
H 3.12826 -1.94240 -1.68408
Cl -5.04090 -2.02505 2.22949
C -3.36207 -2.33950 2.65705
Cl -2.23445 -1.52165 1.55952
H -3.17895 -1.94837 3.64969
H -3.15701 -3.39995 2.59817
Cl -5.07502 -0.58675 -3.61430
C -4.34607 -1.49781 -2.29896
Cl -2.69861 -0.96251 -1.96012
H -4.92419 -1.32138 -1.40139
H -4.32457 -2.54081 -2.58155
Cl 1.55877 3.70163 -5.95950
C 1.68201 3.66649 -4.18570
Cl 2.46838 5.11583 -3.53262
H 0.67650 3.63436 -3.78871
H 2.27840 2.80631 -3.91769
Cl -0.59456 -4.68606 1.81565
C 0.83008 -3.64321 1.84599
Cl 1.07074 -2.90816 3.43617
H 1.69419 -4.26227 1.63849
H 0.74038 -2.86695 1.09569
Cl 1.06714 -0.49251 -0.52934
C -0.03043 0.86316 -0.18712
Cl -0.22401 1.92174 -1.59146
H -0.99990 0.44164 0.04120
H 0.38689 1.44077 0.62497
*
```

[6]
The following is a DFT calculation (ωB97M-V/def2-TZVPD) of 2 unconnected molecules or ions with the total composition C3H5O5S.

F_max: 0.0942 hartree/bohr
Kohn-Sham gap: 9.37 eV

```
! wB97M-V def2-TZVPD RIJCOSX def2/J DEFGRID3
* xyz -1 1
C 1.82845 0.11990 1.96884
C 0.93536 -0.12437 0.95023
C 0.71387 0.84176 -0.23912
O -1.89224 -1.01258 -0.25814
O -2.47490 1.07669 -1.33092
O -3.77232 0.12563 0.66822
O 1.35876 1.86509 -0.51047
O -1.54944 1.12147 0.87888
S -2.47022 0.25242 0.11398
H 1.84770 -0.51876 2.73976
H 2.70693 0.86341 1.97310
H 0.14182 -0.82783 0.88945
H -0.10377 0.46866 -0.84476
H -1.76761 1.75009 -1.18469
*
```

[7]
The following is a DFT calculation (ωB97M-V/def2-TZVPD) of a molecular structure, C35H34ClMgNOSi2.

F_max: 0.0981 hartree/bohr
Kohn-Sham gap (spin up / spin down): 5.74 / 5.70 eV

```
! wB97M-V def2-TZVPD RIJCOSX def2/J DEFGRID3
* xyz 0 1
C -2.52449 -0.83998 4.14355
C -3.56014 -0.76201 3.17723
C -3.37782 -1.83860 2.24883
H -4.41326 -0.08569 3.22733
C -2.20731 -2.56021 2.64509
C -1.68730 -1.93592 3.82335
H -0.84644 -2.28396 4.42191
H -2.41732 -0.22379 5.03896
H -4.09110 -2.16596 1.48595
H -1.85911 -3.50576 2.22195
Mg -1.42110 -0.52195 1.09391
Si -0.80356 -0.61186 -1.60361
C -0.36900 0.86733 -2.75009
C 0.67191 0.85355 -3.68865
H 1.36340 0.00931 -3.73988
C 0.87534 1.93417 -4.54935
H 1.78338 1.96857 -5.15174
C -0.05831 2.96327 -4.59235
H 0.07900 3.78444 -5.29138
C -1.15123 2.94209 -3.72718
H -1.89317 3.74000 -3.75573
C -1.27639 1.92535 -2.77723
H -2.07364 1.95422 -2.02741
C -0.65921 -1.83384 -3.09085
C -1.40546 -1.53577 -4.24493
H -2.21164 -0.80683 -4.16699
C -1.08512 -2.07911 -5.49042
H -1.67358 -1.78800 -6.36640
C 0.00643 -2.95978 -5.61138
H 0.28571 -3.35392 -6.58886
C 0.74743 -3.28976 -4.47508
H 1.62311 -3.94339 -4.54352
C 0.37440 -2.76313 -3.22620
H 0.93993 -3.05194 -2.34976
H -2.06467 -0.43149 -0.76570
Si 2.97300 0.16136 -1.50298
C 2.01931 -1.29884 -0.86542
C 0.58023 -1.16569 -0.46711
H 0.52639 -0.37450 0.31227
C -0.16010 -2.39191 -0.06994
H -1.26474 -2.38254 0.14724
C 0.52989 -3.57411 0.05558
H -0.02511 -4.42409 0.46183
C 1.88738 -3.68167 -0.28181
H 2.34819 -4.66993 -0.24377
C 2.62245 -2.54777 -0.65816
H 3.69023 -2.65757 -0.83893
C 2.22030 1.76128 -0.96415
C 1.36358 1.90546 0.15191
H 1.39555 1.18762 0.97446
C 0.42155 2.92771 0.16994
H -0.36070 2.93836 0.92241
C 0.43849 3.90537 -0.81671
H -0.36847 4.62990 -0.87952
C 1.43676 3.91282 -1.78458
H 1.45018 4.68954 -2.54849
C 2.32544 2.84978 -1.86333
H 3.02777 2.77809 -2.69286
H 4.35355 0.12133 -1.27553
Cl 0.59622 -0.82962 2.45592
O -1.78292 1.28261 2.51707
C -1.16016 2.01327 3.63418
C -0.19785 1.30497 4.58394
C 0.67581 2.16070 5.27981
C 1.57455 1.63629 6.20027
C 1.72490 0.24953 6.26282
C 0.83798 -0.54473 5.52410
N -0.18865 0.01131 4.87888
H -2.74907 1.38109 2.63841
H -0.59780 2.83143 3.14530
H -1.96837 2.46039 4.24771
H 0.57569 3.22096 5.07575
H 2.13648 2.30705 6.84622
H 2.47756 -0.22867 6.87763
H 0.99481 -1.62619 5.43623
*
```